An isolated ion of composition C3H2BrN4O and charge -1 at a distorted geometry. Source: the Open Molecules 2025 dataset; level of theory: ωB97M-V/def2-TZVPD.

Computed properties:
multiplicity = 1
HOMO (spin up / spin down) = -0.1365 / -0.1365 Ha
Kohn-Sham gap (spin up / spin down) = 0.2663 / 0.2663 Ha
charge = -1
energy relative to the best compared isomer or geometry (same formula, charge and spin) = 350.2 kJ/mol

```
11
C3H2BrN4O (ωB97M-V/def2-TZVPD)
C -0.70313 0.81767 0.79431
C -1.12816 -0.59299 0.16829
C 1.77738 -0.87783 -1.09954
N -0.15316 1.71831 -0.02411
N 0.64468 1.39084 -1.00139
N 0.79670 0.13322 -1.17437
N 0.08274 -0.89944 -0.67776
O -0.86909 1.02721 1.99113
Br 2.85866 -0.97826 0.49385
H -2.00338 -0.45713 -0.46665
H -1.30325 -1.28160 0.99624
```